{"formula": "C2H3LiOSr", "method": "ωB97M-V/def2-TZVPD", "symbols": ["C", "C", "O", "Li", "H", "H", "Sr", "H"], "coordinates": [[-1.994, 1.687, -0.196], [-1.121, 0.711, -0.196], [-0.261, -0.052, 0.061], [-0.290, 4.882, 0.175], [-2.669, 1.774, -1.036], [-2.915, 1.591, 0.716], [-0.521, 5.066, -3.544], [-1.208, 3.275, -0.037]], "forces_ev_per_angstrom": [[-4.6173, -1.0057, 1.8776], [0.4567, -2.1649, 1.5798], [-0.3510, 1.1670, -0.7847], [-0.2895, -0.4885, -0.0415], [0.6784, 0.5907, -0.6333], [3.4518, 0.2138, -2.1624], [-0.0152, -0.0387, 0.0652], [0.6862, 1.7264, 0.0992]], "lowdin_charge": [-0.23, -0.35, 0.11, 0.15, 0.04, 0.17, 0.25, -0.14], "multiplicity": 1, "e_homo_ev": -5.203, "charge": 0}